No. 1
Here is a structure of composition C24H48Cl2P2RhTe in a non-equilibrium geometry from the Open Molecules 2025 dataset. Energies are from wB97M-V/def2-TZVPD.

Its expectation value of S² is 6.02. Its charge is -1. As for the spin multiplicity: 5. As for the total energy: -2924.86960 Ha.

Geometry as XYZ:
```
78
Properties=species:S:1:pos:R:3:forces:R:3:mulliken_spin:R:1
Rh -0.0846 -0.4220 -0.4212 1.442 -0.034 0.332 1.39
Cl -0.0441 0.3344 -2.6543 0.053 0.808 -1.797 0.23
P -2.2818 -0.7511 -0.8795 -1.802 0.477 0.719 0.04
C -2.7549 -1.6502 -2.4372 -0.089 0.105 -0.184 0.00
C -3.2098 -1.6538 0.4568 -0.383 0.084 -0.414 0.03
C -3.2140 0.8928 -1.0764 0.206 -0.686 -0.544 0.01
C -1.7484 -2.7330 -2.8535 0.096 0.005 -0.021 0.04
H -2.7209 -0.8447 -3.1930 -0.021 -0.281 0.183 0.00
C -4.1674 -2.2664 -2.4279 -0.043 -0.035 -0.173 0.00
H -4.1906 -3.1950 -1.8421 -0.006 0.219 -0.147 0.00
H -4.4218 -2.5139 -3.4685 -0.014 -0.083 0.217 0.00
H -4.9501 -1.5993 -2.0575 0.238 -0.301 -0.024 0.00
H -0.8215 -2.2835 -3.2224 -0.125 -0.096 0.163 -0.01
H -2.1847 -3.3368 -3.6620 0.079 0.089 0.131 0.00
H -1.5044 -3.4042 -2.0164 -0.068 0.175 -0.273 -0.01
H -2.6497 1.3007 -1.9325 -0.249 -0.033 0.184 0.00
C -3.0767 1.8587 0.1038 0.240 0.290 0.261 0.08
C -4.6850 0.7450 -1.4873 0.054 0.329 -0.146 0.01
H -4.7876 0.2868 -2.4767 -0.063 0.123 0.246 0.00
H -5.1206 1.7524 -1.5456 -0.010 -0.204 0.001 0.00
H -5.2650 0.1743 -0.7472 0.120 0.131 -0.188 0.00
H -2.5413 1.4300 0.9550 -0.117 0.172 -0.095 -0.01
H -4.0590 2.2100 0.4656 0.330 -0.225 -0.121 -0.01
H -2.5068 2.7469 -0.2018 -0.189 -0.136 0.084 0.01
C -2.6797 -3.0772 0.6482 0.079 0.047 0.127 0.00
H -4.2472 -1.7107 0.0849 0.200 -0.062 0.194 0.00
C -3.2123 -0.8866 1.7828 0.044 -0.031 0.086 -0.03
H -2.8284 -3.7122 -0.2312 0.043 0.111 0.114 0.00
H -3.2236 -3.5224 1.4898 0.102 -0.083 -0.113 0.00
H -1.6125 -3.0532 0.9031 -0.272 -0.095 -0.068 0.00
H -2.1934 -0.5870 2.0701 -0.270 0.004 0.010 0.02
H -3.6007 -1.5507 2.5671 0.086 0.142 -0.088 0.00
H -3.8605 -0.0010 1.7468 0.247 -0.252 0.039 0.01
Cl 0.4383 -1.7386 1.4441 -0.121 -0.509 1.133 0.21
H -0.0245 -1.8067 -1.0987 0.072 -0.453 -0.087 -0.02
P 2.5035 0.1645 -0.6780 0.795 -0.537 -0.242 0.09
C 3.0751 1.6829 -1.6922 0.150 -0.563 0.146 0.03
C 3.6940 0.0400 0.7763 0.194 0.415 -0.609 -0.03
C 3.1887 -1.1730 -1.8096 -0.024 0.435 -0.062 0.00
C 2.1663 2.9088 -1.7190 0.083 0.157 0.063 0.03
H 3.0622 1.2469 -2.7042 0.028 0.163 0.176 0.01
C 4.5001 2.1437 -1.3670 -0.020 0.174 -0.102 0.00
H 4.5525 2.5865 -0.3612 0.040 -0.117 -0.315 0.01
H 4.7415 2.9268 -2.0964 0.170 -0.016 0.178 0.00
H 5.2546 1.3584 -1.4566 -0.142 0.215 0.135 0.00
H 1.1654 2.6533 -2.0666 0.012 0.061 0.105 0.00
H 2.5961 3.6421 -2.4195 -0.096 -0.147 0.114 0.00
H 2.0970 3.3837 -0.7294 0.076 -0.069 -0.441 0.00
H 2.6018 -0.9627 -2.7207 0.211 -0.116 0.211 0.01
C 2.8743 -2.6069 -1.3576 -0.262 -0.244 -0.169 0.01
C 4.6849 -1.0369 -2.1337 -0.099 -0.217 -0.234 0.00
H 4.9051 -0.1473 -2.7317 -0.014 -0.185 0.122 0.00
H 4.9899 -1.9122 -2.7236 0.033 0.145 0.069 0.00
H 5.3006 -1.0235 -1.2228 -0.130 -0.022 -0.240 0.00
H 2.0941 -2.6614 -0.5889 0.202 0.011 -0.145 0.01
H 3.7756 -3.1166 -0.9926 -0.232 0.134 -0.009 0.00
H 2.5144 -3.1744 -2.2261 0.069 0.009 0.168 -0.01
C 3.4403 1.0887 1.8556 0.039 -0.081 0.190 0.14
H 4.6693 0.2542 0.3163 -0.092 0.008 0.256 0.00
C 3.7471 -1.3582 1.3839 -0.137 -0.113 0.164 -0.01
H 3.5730 2.1099 1.4876 -0.112 -0.073 0.053 0.00
H 4.1584 0.9246 2.6739 -0.187 0.128 -0.123 0.00
H 2.4296 1.0022 2.2776 0.319 -0.028 0.021 -0.02
H 2.7304 -1.7141 1.5958 0.487 -0.022 0.027 0.01
H 4.2973 -1.2963 2.3325 -0.043 -0.095 -0.152 0.00
H 4.2517 -2.0834 0.7366 -0.094 0.205 0.174 0.00
Te 0.3083 1.9222 0.8007 -1.260 0.791 1.219 0.77
C -0.4862 2.0702 2.7383 0.058 -0.041 -1.815 0.16
C -1.3053 3.1963 2.9882 -0.468 0.917 1.154 0.09
C -1.6976 3.4762 4.3011 -0.004 0.365 -2.032 -0.03
C -1.2180 2.6905 5.3646 -0.220 0.040 1.362 0.43
C -0.3753 1.5968 5.1088 0.666 -0.702 -1.511 -0.09
C -0.0356 1.2508 3.7908 0.412 -0.483 1.828 0.21
H -1.5689 3.8394 2.1388 -0.145 -0.100 0.514 0.05
H -2.3572 4.3257 4.4856 0.155 -0.165 -0.018 0.01
H -1.4913 2.9479 6.3942 0.126 -0.130 -0.387 0.06
H 0.0332 1.0140 5.9285 -0.116 -0.062 -0.033 0.00
H 0.5941 0.3886 3.5364 -0.320 0.247 0.450 0.08
```
Forces are in eV/Å.

=====

No. 2
Here is a cluster of 11 separate species, H22O11 in total from the Open Molecules 2025 dataset. Energies are from wB97M-V/def2-TZVPD.

As for the spin multiplicity: 1. Its energy above the lowest of the compared OMol25 structures with the same formula, charge and spin is 313.6 kJ/mol. As for the total energy: -840.76069 Ha. As for the SMILES: O.O.O.O.O.O.O.O.O.O.O.

Geometry as XYZ:
```
33
Properties=species:S:1:pos:R:3:forces:R:3:mulliken_charge:R:1
O 0.0672 -1.6704 -0.9540 0.029 0.805 -0.399 -0.48
H -0.8059 -1.2744 -0.8538 0.032 -0.169 -0.016 0.25
H 0.4943 -1.1292 -1.6275 0.043 0.099 0.010 0.27
O 2.8015 -3.8117 -0.0115 0.507 0.311 0.053 -0.59
H 3.3382 -4.4253 0.5028 -0.167 -0.056 0.017 0.29
H 3.4425 -3.1983 -0.3882 -0.027 -0.052 -0.022 0.29
O -5.0972 -0.5020 2.1187 0.159 0.148 -0.100 -0.61
H -4.6063 0.0747 2.7148 -0.065 -0.045 0.060 0.33
H -4.5379 -0.5609 1.3359 -0.093 -0.259 0.202 0.27
O 0.1050 -4.1378 -0.3785 -0.327 -0.720 0.157 -0.61
H 0.1328 -4.1261 -1.3418 -0.025 0.082 0.246 0.31
H 0.8268 -3.5556 -0.1159 -0.085 -0.284 -0.176 0.28
O 0.0069 2.4059 -0.1511 0.088 -0.538 -0.407 -0.62
H -0.6043 2.4940 0.5890 0.372 0.050 0.293 0.26
H -0.4275 1.7792 -0.7406 0.269 0.090 -0.088 0.28
O -4.9658 1.6526 -0.2084 0.136 -0.118 0.029 -0.58
H -5.6778 1.6858 0.4404 0.013 -0.060 -0.022 0.35
H -4.4786 0.8526 0.0188 -0.204 0.247 -0.131 0.25
O 3.3488 1.3182 -3.9247 0.070 0.103 -0.014 -0.64
H 3.0043 2.1109 -4.3512 -0.019 -0.088 0.042 0.32
H 4.1881 1.6021 -3.5453 -0.076 -0.041 0.028 0.32
O 0.6787 -1.0000 1.9547 -0.120 0.062 0.110 -0.58
H 1.3947 -1.5026 1.5500 -0.082 0.038 -0.018 0.28
H -0.1203 -1.4512 1.6598 0.176 -0.089 -0.041 0.29
O -2.3423 3.6305 -0.8399 -0.372 0.003 0.014 -0.53
H -2.1483 2.7166 -1.0769 -0.213 0.375 -0.042 0.25
H -2.0201 3.7115 0.0649 -0.086 0.205 -0.252 0.35
O 4.4452 0.8224 0.2344 0.072 -0.263 -0.098 -0.61
H 5.2265 0.2716 0.3579 -0.016 0.116 0.043 0.31
H 3.8159 0.2411 -0.2072 -0.045 0.173 0.024 0.29
O 0.2783 2.0385 2.4128 -0.547 0.035 0.319 -0.65
H 0.4845 1.4028 1.7183 0.359 -0.156 0.095 0.35
H -0.2481 1.5343 3.0434 0.244 -0.004 0.084 0.31
```
Forces are in eV/Å.

=====

No. 3
Here is an isolated molecule of C2H5ClO2S in a non-equilibrium geometry from the Open Molecules 2025 dataset. Energies are from wB97M-V/def2-TZVPD.

As for the spin multiplicity: 1. Its energy above the lowest of the compared OMol25 structures with the same formula, charge and spin is 34.6 kJ/mol. As for the total energy: -1088.00681 Ha.

Geometry as XYZ:
```
11
Properties=species:S:1:pos:R:3:forces:R:3:mulliken_charge:R:1
O -1.9752 -0.4224 -1.3619 0.953 2.653 -0.604 -0.49
Cl -0.3502 -0.3332 -3.5244 0.606 0.257 -0.618 -0.17
O 0.2799 -0.5412 -0.8300 1.441 1.094 -0.503 -0.22
S -0.7682 0.3982 -1.6751 -2.324 -3.993 1.600 0.64
C -0.1033 0.1459 1.3802 -0.018 -2.313 2.937 -0.78
C 0.9318 0.1211 0.2846 0.651 0.463 0.552 -0.32
H -0.2418 -1.0023 1.5582 0.005 1.951 0.072 0.25
H 0.1475 0.5885 2.4439 -0.129 -0.615 -2.398 0.29
H -1.1019 0.4396 1.0845 0.003 0.571 -0.205 0.29
H 1.3817 1.0893 0.0096 -0.510 -0.142 -0.186 0.27
H 1.7997 -0.4835 0.6304 -0.679 0.074 -0.646 0.25
```
Forces are in eV/Å.

=====

No. 4
Here is a structure of composition C4H2LiMgO2 in a non-equilibrium geometry from the Open Molecules 2025 dataset. Energies are from wB97M-V/def2-TZVPD.

Its charge is +1. As for the spin multiplicity: 1. Its energy above the lowest of the compared OMol25 structures with the same formula, charge and spin is 235.8 kJ/mol. As for the total energy: -511.32776 Ha.

Geometry as XYZ:
```
10
Properties=species:S:1:pos:R:3:forces:R:3:mulliken_charge:R:1
H -3.1382 0.8716 0.7859 -0.063 -0.760 0.710 0.33
O -2.6883 -0.9458 -0.0529 0.729 0.829 0.681 -0.68
C -2.3661 0.1035 0.5964 -1.383 0.067 -1.746 0.22
C -1.0563 0.5256 0.6962 3.661 0.345 -0.307 -0.54
C 0.2197 0.6140 0.5196 -2.949 -1.378 0.262 0.04
Li -1.4643 -2.0177 -0.9519 -0.145 0.243 0.314 0.89
O 2.2339 -0.7167 -0.3011 0.078 0.165 -0.322 -0.58
C 1.1505 -1.0301 0.2625 0.590 0.795 -0.036 0.13
Mg 1.8656 1.2591 -0.6389 -0.132 -0.798 0.412 0.83
H 1.2383 -1.7945 1.0690 -0.387 0.493 0.033 0.36
```
Forces are in eV/Å.